Computed, not measured: a molecular structure, C32H60Br26ClN2O7S2 in a non-equilibrium geometry, with wB97M-V/def2-TZVPD.

XYZ file:
```
130
Properties=species:S:1:pos:R:3
C 1.900 -2.960 -0.410
H 8.224 -1.760 -1.851
Br -9.569 -10.647 0.170
H -7.579 -2.731 2.826
C -6.837 -0.156 -3.986
Br 6.418 -4.407 1.011
H 5.810 3.040 -2.443
Br 5.842 -1.225 -2.327
Br 8.688 1.119 -2.302
Br -0.493 -4.155 2.780
H -5.704 4.178 -7.633
H -1.102 0.980 1.860
H 5.544 7.976 -0.335
H -1.824 6.225 -0.378
O 4.581 1.082 1.803
H -9.146 -7.852 1.015
Br 5.941 6.468 -2.245
H 1.732 3.689 3.666
H 0.129 0.208 2.868
Br 5.236 4.288 0.661
C -0.033 5.049 -0.713
H 7.029 6.000 0.439
C 3.814 2.257 -2.743
C 7.875 0.127 -0.835
C -8.417 -9.834 1.512
Br 1.470 6.588 4.035
H 0.368 -1.879 -4.142
C -2.874 -4.209 1.239
O 0.664 1.217 -0.170
N 2.076 1.580 1.578
H -7.224 0.107 -4.965
C -1.517 5.274 -0.798
H -3.789 -4.724 0.955
C 7.466 -1.258 -1.260
Cl 2.572 -2.567 -2.026
Br -4.579 -0.436 -2.247
H 4.215 6.807 -0.478
C 1.133 2.821 3.443
H 3.729 1.634 -1.851
H 3.199 1.840 -3.534
H 8.639 0.078 -0.064
Br -1.839 -0.318 -5.218
Br -6.964 -1.982 -0.880
H -0.377 -0.538 1.398
O 1.787 -1.571 2.370
C 2.890 -3.182 0.706
C 0.831 -0.953 -4.470
C -0.183 0.416 1.857
H 0.357 0.738 -5.744
Br 0.663 5.539 1.039
H -3.354 4.548 -7.139
H 7.224 -1.864 -0.390
H -2.172 -4.235 0.412
H 0.196 -0.847 -6.523
O 0.715 -3.005 -0.291
C 0.852 1.077 1.005
Br -6.984 -8.035 -0.199
H 0.521 -1.208 6.239
H 1.862 -1.148 -4.760
H 7.039 0.720 -0.478
H 0.477 7.963 6.440
C 5.294 6.925 -0.466
C 5.255 2.402 -3.124
H -1.852 5.208 -1.831
C 0.367 8.167 4.285
C 5.509 -5.227 -1.582
C -7.192 -2.902 1.823
C 0.074 -0.298 -5.591
H -5.644 4.631 -5.920
H -7.862 -0.975 1.185
Br 5.492 3.153 -4.910
C 0.292 -3.279 6.718
H 1.267 -3.302 7.199
H -2.871 -4.545 3.391
H 6.966 -6.318 -0.450
H -8.924 -9.995 2.460
O 2.662 1.050 3.803
H 0.490 5.686 -1.423
H 0.360 -3.740 5.739
H -4.864 0.502 -4.502
H 0.250 4.015 -0.884
Br -6.253 2.237 -6.210
H 6.081 -4.368 -1.919
Br 3.003 3.942 -2.227
H 3.835 -3.488 0.292
Br 3.665 -4.644 -1.425
H 5.508 -5.989 -2.359
H 0.477 3.032 2.613
H -5.051 -1.260 -4.541
C -2.301 -4.797 2.502
H -8.909 -2.297 0.637
Br -1.758 -1.733 5.466
Br -3.102 3.570 -4.888
S 3.507 0.899 0.893
O 4.170 -1.826 2.523
Br -2.509 3.894 0.151
H 5.316 -6.475 0.180
Br -3.384 -2.344 1.472
C 2.049 1.699 3.018
H -6.116 -2.773 1.824
H 5.699 1.413 -3.149
H 2.455 -3.918 1.355
H -0.379 8.155 3.497
Br 0.928 0.213 -2.926
S 3.039 -1.654 1.665
H -0.658 9.196 5.860
H -0.549 -1.496 7.626
C -0.232 -1.871 6.659
C -3.842 3.692 -6.680
H 5.770 6.507 1.581
N 3.170 -0.610 0.473
Br -0.845 -4.430 7.807
H 0.498 2.527 4.258
Br -7.529 -4.785 1.454
C -8.222 -8.363 1.264
C -7.883 -2.004 0.833
O 3.682 1.607 -0.336
H -2.225 -5.879 2.417
H -7.770 -7.890 2.133
C -5.344 -0.349 -4.029
H 1.036 9.011 4.136
C 5.959 6.090 0.594
C 6.023 -5.800 -0.289
C -0.236 8.213 5.663
H -7.144 0.592 -3.264
H -7.484 -10.387 1.502
Br -7.753 -1.810 -3.513
Br -1.721 6.969 5.838
H -3.551 2.787 -7.203
C -5.333 3.893 -6.651
```

Calculated values
2S+1: 1
charge: -1
E_tot: -1906767.39106 eV
HOMO: -6.346 eV